1.
Here is a structure of composition C3H10N4 from the Open Molecules 2025 dataset. Energies are from wB97M-V/def2-TZVPD.

The geometry in XYZ format:
```
17
C3H10N4 (wB97M-V/def2-TZVPD)
N -0.82 -0.73 1.50
C 1.64 1.51 0.01
N 1.04 -0.60 -1.37
H 0.95 -0.01 -2.20
H -1.61 1.43 -1.00
H -0.66 1.31 1.29
H -0.10 -0.73 2.22
H 2.34 1.78 -0.78
N -0.83 -2.01 0.87
N 1.02 0.39 0.01
C -0.72 0.41 0.67
H 1.41 2.30 0.71
H -1.79 -2.23 0.63
C -1.54 0.50 -0.46
H -2.05 -0.36 -0.86
H 1.97 -0.98 -1.27
H -0.28 -1.98 0.01
```

Properties
Highest occupied orbital energy: -0.250 Eh
Frontier orbital gap: 7.0 eV
LUMO: 0.21 eV
Net charge: 0

2.
Here is a structure of composition C6H70BNO27 from the Open Molecules 2025 dataset. Energies are from wB97M-V/def2-TZVPD.

The geometry in XYZ format:
```
105
C6H70BNO27 (wB97M-V/def2-TZVPD)
O 4.88 -2.65 -2.57
H 0.48 -5.59 1.93
C 1.89 2.27 -0.08
H -0.64 -0.02 -2.66
H -3.57 -0.01 5.14
H -4.52 -0.76 0.38
C -0.53 1.63 0.17
H 3.17 -2.31 1.34
H -1.49 2.07 0.56
H 0.41 3.91 -2.60
O 0.31 -4.64 1.82
O -4.09 -4.66 -0.66
C 2.12 1.59 -1.45
H -3.57 1.90 2.47
H 1.51 0.79 -1.56
H -0.39 -2.29 1.07
O -3.70 0.10 -0.59
C 3.72 -0.16 -1.14
H 4.52 -0.55 -1.57
H 2.29 1.61 0.56
H 0.81 -3.78 -0.08
O 3.54 1.16 3.38
H -1.25 -0.32 -4.48
H 2.94 -0.87 -1.57
H -5.33 -4.18 2.03
H 0.33 6.24 0.98
C -1.32 -1.81 1.23
H 0.99 3.43 3.58
H -2.05 -3.96 3.24
H 4.34 1.56 2.90
H -1.34 2.90 3.42
H 1.22 -0.73 -3.74
O -2.74 4.30 1.14
H 4.74 -2.72 -0.37
B -1.04 0.46 -3.65
H 4.45 3.24 1.66
O -2.06 -4.47 2.51
H -4.84 -2.33 0.78
H 3.74 1.17 -2.67
H -2.58 -5.32 2.95
H 0.76 -3.88 -3.31
H 0.69 -0.18 0.82
H 1.43 -3.36 -2.07
O 3.87 0.98 -3.56
H 5.06 2.74 0.36
H -1.34 -1.88 2.33
H -3.07 -1.04 4.41
O 3.10 3.09 -5.19
O -2.20 2.44 3.68
H -0.31 6.55 2.20
H -1.70 1.38 -3.38
O -2.24 -2.60 -1.69
O 0.32 5.88 1.79
H -0.40 -3.11 -0.67
H -3.33 -4.18 -0.91
N 0.57 2.53 0.36
H 3.27 2.39 -4.63
H 5.83 -2.51 -2.77
H -3.79 -4.59 1.56
H -4.14 0.35 -1.34
O -4.29 1.46 2.00
H -3.43 3.26 -0.25
H -0.71 0.49 1.99
H 2.24 3.49 -4.65
O 2.12 -1.23 -3.94
H 2.37 3.02 0.33
H 4.58 -3.41 -3.15
O -4.51 -4.11 1.37
O -3.63 2.63 -0.99
H 1.88 -2.12 0.86
H -2.65 5.26 1.15
H -1.71 -2.23 -2.29
H -3.91 0.51 2.25
H -1.98 1.53 3.98
H 0.42 3.19 -0.30
H -1.08 4.47 -2.06
O 1.60 -3.78 -2.97
H -0.52 -4.60 2.30
H -3.47 1.69 -0.78
H 3.45 0.20 -3.60
O -0.07 4.14 -1.82
C -0.43 0.41 0.95
H -0.08 0.86 -4.29
H 3.23 0.29 3.07
O 2.23 -1.97 1.71
H 1.81 -1.90 -3.23
O -3.36 -0.12 4.29
O 0.52 -3.12 -0.66
H 0.55 3.01 1.31
H -3.30 3.93 1.88
O -4.98 -1.42 1.08
O 4.92 2.47 1.19
H 5.50 -2.70 0.92
H -2.95 -2.34 -2.10
O -1.40 -0.53 0.50
O 4.54 -2.75 0.53
H 3.64 -0.44 -0.14
H 1.79 2.14 -2.30
H -2.21 -2.39 0.75
H -0.69 1.57 -0.90
H 0.08 4.26 2.95
O 3.41 1.20 -1.53
O 0.08 3.32 3.20
H -4.34 -4.37 0.32
H -3.00 -0.47 -0.71
```

Properties
Highest occupied orbital energy: -0.271 Eh
Frontier orbital gap: 6.4 eV
LUMO: -0.99 eV
Net charge: 0

- Look up the LUMO of the second one.
  -0.99 eV

- What is the formula in the first record?
  C3H10N4

What did the second record say?
Here is a structure of composition C6H70BNO27 from the Open Molecules 2025 dataset. Energies are from wB97M-V/def2-TZVPD.

The geometry in XYZ format:
```
105
C6H70BNO27 (wB97M-V/def2-TZVPD)
O 4.88 -2.65 -2.57
H 0.48 -5.59 1.93
C 1.89 2.27 -0.08
H -0.64 -0.02 -2.66
H -3.57 -0.01 5.14
H -4.52 -0.76 0.38
C -0.53 1.63 0.17
H 3.17 -2.31 1.34
H -1.49 2.07 0.56
H 0.41 3.91 -2.60
O 0.31 -4.64 1.82
O -4.09 -4.66 -0.66
C 2.12 1.59 -1.45
H -3.57 1.90 2.47
H 1.51 0.79 -1.56
H -0.39 -2.29 1.07
O -3.70 0.10 -0.59
C 3.72 -0.16 -1.14
H 4.52 -0.55 -1.57
H 2.29 1.61 0.56
H 0.81 -3.78 -0.08
O 3.54 1.16 3.38
H -1.25 -0.32 -4.48
H 2.94 -0.87 -1.57
H -5.33 -4.18 2.03
H 0.33 6.24 0.98
C -1.32 -1.81 1.23
H 0.99 3.43 3.58
H -2.05 -3.96 3.24
H 4.34 1.56 2.90
H -1.34 2.90 3.42
H 1.22 -0.73 -3.74
O -2.74 4.30 1.14
H 4.74 -2.72 -0.37
B -1.04 0.46 -3.65
H 4.45 3.24 1.66
O -2.06 -4.47 2.51
H -4.84 -2.33 0.78
H 3.74 1.17 -2.67
H -2.58 -5.32 2.95
H 0.76 -3.88 -3.31
H 0.69 -0.18 0.82
H 1.43 -3.36 -2.07
O 3.87 0.98 -3.56
H 5.06 2.74 0.36
H -1.34 -1.88 2.33
H -3.07 -1.04 4.41
O 3.10 3.09 -5.19
O -2.20 2.44 3.68
H -0.31 6.55 2.20
H -1.70 1.38 -3.38
O -2.24 -2.60 -1.69
O 0.32 5.88 1.79
H -0.40 -3.11 -0.67
H -3.33 -4.18 -0.91
N 0.57 2.53 0.36
H 3.27 2.39 -4.63
H 5.83 -2.51 -2.77
H -3.79 -4.59 1.56
H -4.14 0.35 -1.34
O -4.29 1.46 2.00
H -3.43 3.26 -0.25
H -0.71 0.49 1.99
H 2.24 3.49 -4.65
O 2.12 -1.23 -3.94
H 2.37 3.02 0.33
H 4.58 -3.41 -3.15
O -4.51 -4.11 1.37
O -3.63 2.63 -0.99
H 1.88 -2.12 0.86
H -2.65 5.26 1.15
H -1.71 -2.23 -2.29
H -3.91 0.51 2.25
H -1.98 1.53 3.98
H 0.42 3.19 -0.30
H -1.08 4.47 -2.06
O 1.60 -3.78 -2.97
H -0.52 -4.60 2.30
H -3.47 1.69 -0.78
H 3.45 0.20 -3.60
O -0.07 4.14 -1.82
C -0.43 0.41 0.95
H -0.08 0.86 -4.29
H 3.23 0.29 3.07
O 2.23 -1.97 1.71
H 1.81 -1.90 -3.23
O -3.36 -0.12 4.29
O 0.52 -3.12 -0.66
H 0.55 3.01 1.31
H -3.30 3.93 1.88
O -4.98 -1.42 1.08
O 4.92 2.47 1.19
H 5.50 -2.70 0.92
H -2.95 -2.34 -2.10
O -1.40 -0.53 0.50
O 4.54 -2.75 0.53
H 3.64 -0.44 -0.14
H 1.79 2.14 -2.30
H -2.21 -2.39 0.75
H -0.69 1.57 -0.90
H 0.08 4.26 2.95
O 3.41 1.20 -1.53
O 0.08 3.32 3.20
H -4.34 -4.37 0.32
H -3.00 -0.47 -0.71
```

Properties
Highest occupied orbital energy: -0.271 Eh
Frontier orbital gap: 6.4 eV
LUMO: -0.99 eV
Net charge: 0